DFT (wB97M-V/def2-TZVPD) results for one molecule with the formula C4H8N2O in a non-equilibrium geometry.

Summary:
* ΔE to the lowest compared entry with this formula, charge and spin: 47.0 kcal/mol
* SMILES string: CN[C@H](C#N)CO
* frontier orbital gap: 9.83 eV

Each line ends with the natural charge from an NBO analysis.
CARTESIAN COORDINATES (ANGSTROEM)
C 0.3601 -1.5846 -1.1677  -0.419
N -0.5307 -0.9287 -0.2330  -0.621
C -0.4589 0.5159 -0.0783  -0.176
C 0.0927 1.2313 -1.2437  0.274
N 0.4999 1.8445 -2.1364  -0.309
C 0.2770 0.9518 1.2110  -0.065
O -0.3639 0.3770 2.3295  -0.711
H 1.4336 -1.5048 -0.9323  0.170
H 0.0801 -2.6414 -1.2030  0.210
H 0.1961 -1.1685 -2.1667  0.206
H -0.4907 -1.3286 0.6991  0.379
H -1.5075 0.8305 -0.0092  0.224
H 0.3421 2.0468 1.2899  0.179
H 1.2990 0.5589 1.2136  0.191
H -1.2287 0.8000 2.4273  0.469



DFT (wB97M-V/def2-TZVPD) results for one molecule with the formula C4H12N2O in a non-equilibrium geometry.

Summary:
* ΔE to the lowest compared entry with this formula, charge and spin: 46.7 kcal/mol
* SMILES string: C[C@@H](CN)NCO
* frontier orbital gap: 9.56 eV

Each line ends with the natural charge from an NBO analysis.
CARTESIAN COORDINATES (ANGSTROEM)
C -0.4864 -1.4285 0.4572  -0.638
C -0.4762 0.0921 0.4345  -0.032
C 0.7546 0.6357 1.2370  -0.228
N 0.5862 0.1904 2.6135  -0.852
N -0.2451 0.5724 -0.9647  -0.688
C -0.4502 -0.0799 -2.2200  0.107
O 0.2799 0.6060 -3.2137  -0.719
H 0.0672 -1.7826 -0.4120  0.206
H -1.4839 -1.8289 0.4857  0.216
H 0.1609 -1.8111 1.2640  0.239
H -1.3845 0.5463 0.8389  0.170
H 0.9009 1.7390 1.1661  0.163
H 1.6008 0.3381 0.6312  0.204
H 1.4445 0.2972 3.1459  0.363
H -0.1404 0.7167 3.0818  0.358
H -0.4696 1.5653 -0.9382  0.372
H -0.3003 -1.1733 -2.2156  0.157
H -1.4883 -0.0456 -2.5491  0.135
H 1.1298 0.8508 -2.8425  0.468



DFT (wB97M-V/def2-TZVPD) results for a 2-piece molecular cluster, C18H28FN5O2 overall in a non-equilibrium geometry.

Summary:
* SMILES string: CC[C@H](C)[C@H](NC(C)=O)C(=O)NC.Fc1ccc(NC2=NCCN2)cc1
* frontier orbital gap: 8.47 eV

Each line ends with the natural charge from an NBO analysis.
CARTESIAN COORDINATES (ANGSTROEM)
C 0.9257 2.5538 1.1167  -0.606
C 1.5333 2.3225 -0.2709  -0.389
C 0.9196 1.1336 -1.0533  -0.208
C 1.1234 -0.1854 -0.2805  -0.617
C 1.5168 1.0387 -2.4840  -0.123
N 1.4190 2.3360 -3.1804  -0.620
C 2.0672 2.6338 -4.3067  0.669
C 1.9071 4.0467 -4.8170  -0.707
O 2.7647 1.8392 -4.9182  -0.618
C 0.9134 -0.1410 -3.2837  0.674
O 1.4967 -1.2178 -3.2977  -0.622
N -0.2333 -0.0367 -3.9701  -0.614
C -1.1685 1.0855 -4.0580  -0.406
H 1.2979 3.4953 1.5210  0.215
H 1.2237 1.7543 1.7925  0.210
H -0.1615 2.5996 1.0495  0.200
H 1.3793 3.2464 -0.8269  0.184
H 2.6083 2.1693 -0.1643  0.204
H -0.1539 1.3073 -1.1368  0.187
H 0.6808 -0.1265 0.7122  0.217
H 0.6348 -1.0133 -0.7945  0.230
H 2.1873 -0.4072 -0.1881  0.212
H 2.5784 0.8104 -2.3755  0.240
H 0.8716 3.0619 -2.7506  0.392
H 2.3234 4.7390 -4.0877  0.224
H 2.4491 4.1435 -5.7571  0.246
H 0.8532 4.2605 -4.9807  0.217
H -0.4724 -0.8780 -4.4725  0.409
H -0.7810 1.8381 -4.7466  0.195
H -2.1285 0.7301 -4.4356  0.212
H -1.3266 1.5334 -3.0768  0.192
F -0.1109 2.4535 4.6359  -0.324
C -0.1701 1.1774 4.1921  0.360
C 0.8729 0.2866 4.4567  -0.256
C 0.8101 -1.0343 3.9914  -0.235
C -0.2955 -1.4862 3.2592  0.158
N -0.3015 -2.8167 2.8289  -0.590
C -1.3613 -3.5990 2.4634  0.563
N -1.1194 -4.8064 2.0714  -0.545
C -2.4064 -5.4611 1.7762  -0.245
C -3.4750 -4.4960 2.2811  -0.230
N -2.6880 -3.2904 2.5302  -0.633
C -1.3231 -0.5729 2.9694  -0.271
C -1.2652 0.7439 3.4425  -0.247
H 1.7310 0.6277 5.0274  0.233
H 1.6241 -1.7166 4.2137  0.220
H 0.5746 -3.3252 2.8058  0.425
H -2.4815 -6.4313 2.2769  0.195
H -2.5072 -5.6221 0.6980  0.188
H -4.2559 -4.3336 1.5307  0.197
H -3.9322 -4.8692 3.2036  0.186
H -2.9402 -2.6796 3.2992  0.391
H -2.1636 -0.8639 2.3501  0.234
H -2.0652 1.4423 3.2183  0.229



DFT (wB97M-V/def2-TZVPD) results for C3H3LiMgO as an isolated structure in a non-equilibrium geometry.

Summary:
* multiplicity: 2
* expectation value of S²: 0.959
* charge: +1
* frontier orbital gap (alpha / beta): 5.38 / 5.63 eV

Each line ends with the Löwdin spin population.
CARTESIAN COORDINATES (ANGSTROEM)
C -1.9907 0.8485 0.0668  0.344
O -2.5205 -0.1733 0.4763  0.116
Li -1.3671 -1.7014 0.0218  0.013
H -2.5584 1.7245 -0.3205  0.055
Mg 2.1600 0.4650 -1.7861  0.478
C -0.0231 0.2044 -0.9121  -0.128
C 0.5470 -0.9128 -0.3358  0.158
H -0.6931 0.0069 -1.7733  -0.020
H 0.9608 -0.7579 0.6755  -0.015



Number 1: energy -341.92881 Ha. Number 2: energy -344.31060 Ha. Number 3: energy -1226.84661 Ha. Number 4: energy -398.52093 Ha.